DFT (ωB97M-V/def2-TZVPD) results for a molecular structure, C34H53BBrN6O2RuSeSi at a distorted geometry.

## Properties
* relative energy (zero: lowest compared OMol25 entry of this formula, charge and spin): 31.0 kJ/mol
* gap between HOMO and LUMO (alpha / beta): 7.4 / 5.6 eV
* strongest force on any atom: 1.71 eV/Å

```
! RIJCOSX wB97M-V def2-TZVPD def2/J DEFGRID3
* xyz 1 5
Ru -0.03568 -0.20132 -0.04768
C 4.66684 -0.69064 2.34984
C 3.86157 -0.47875 1.11564
C 4.27882 0.01849 -0.10996
C 3.16461 -0.01038 -0.94629
N 2.12839 -0.50119 -0.24920
N 2.56241 -0.78976 1.00470
B 1.65532 -1.46019 2.05668
N 0.84524 -2.55035 1.31646
N -0.04771 -2.30619 0.30502
C -0.53930 -3.50693 -0.07264
C 0.07362 -4.50094 0.68570
C 0.93670 -3.86405 1.55307
C 1.82021 -4.48208 2.58030
C -1.59653 -3.86218 -1.08744
C -2.22063 -2.66342 -1.77371
C -2.71614 -4.63060 -0.36654
C -0.95888 -4.75734 -2.16268
N 0.62813 -0.51407 2.71734
N -0.48331 -0.11694 2.04962
C -1.25341 0.59314 2.88438
C -0.60771 0.65175 4.11872
C 0.58069 -0.05154 3.97487
C 1.64320 -0.29114 4.98879
C -2.61903 1.12825 2.51897
C -3.36459 0.10901 1.64550
C -2.48642 2.46518 1.77242
C -3.42749 1.35311 3.80240
C 3.09633 0.38833 -2.40069
C 2.42066 1.76483 -2.52539
C 2.31238 -0.65838 -3.20317
C 4.51478 0.48587 -2.96849
H 5.69630 -0.39660 2.16097
H 4.64965 -1.73805 2.65135
H 4.28123 -0.09358 3.17590
H 5.27500 0.34785 -0.35010
H 2.32492 -1.95204 2.90018
H -0.10314 -5.56022 0.61789
H 1.68820 -5.56088 2.56632
H 1.57834 -4.10904 3.57536
H 2.86862 -4.26011 2.38002
H -2.64397 -1.96298 -1.05072
H -3.02391 -3.01442 -2.41706
H -1.48326 -2.15199 -2.39761
H -3.12905 -4.03662 0.45073
H -2.36093 -5.57611 0.04110
H -3.51948 -4.84723 -1.07285
H -0.09877 -4.26074 -2.61566
H -1.69004 -4.96568 -2.94599
H -0.62466 -5.70792 -1.74824
H -0.95355 1.13819 5.01444
H 1.30260 0.05528 5.96123
H 2.55163 0.25179 4.72505
H 1.89425 -1.34893 5.05919
H -2.80734 -0.11138 0.73221
H -4.34077 0.50904 1.36732
H -3.51398 -0.82561 2.18944
H -2.13518 2.31280 0.75270
H -1.78045 3.12445 2.28095
H -3.45429 2.96897 1.72972
H -3.38782 0.47659 4.45042
H -4.46941 1.54135 3.54203
H -3.05877 2.21559 4.35979
H 1.36049 1.70770 -2.28243
H 2.52333 2.13025 -3.54933
H 2.88313 2.48964 -1.85252
H 1.34207 -0.85412 -2.75179
H 2.86138 -1.60097 -3.24772
H 2.15243 -0.29926 -4.22153
H 5.04505 1.34624 -2.55674
H 4.46368 0.60737 -4.05078
H 5.09141 -0.41348 -2.74757
C -3.45829 -1.09426 -4.49363
Si -2.94563 0.55524 -3.75973
C -4.37472 1.37406 -2.86812
C -1.90474 1.50276 -4.99816
Se -1.26775 0.41698 -1.96179
H -3.97524 -0.87465 -5.43204
H -4.15183 -1.62804 -3.84704
H -2.60830 -1.73621 -4.72133
H -5.17991 1.62144 -3.56316
H -4.05783 2.28860 -2.36560
H -4.76977 0.68812 -2.11728
H -2.49232 1.77466 -5.87713
H -1.07716 0.86861 -5.31923
H -1.49108 2.41262 -4.56210
Br 2.34412 7.06889 2.95870
C 1.45758 6.08122 1.59779
C 0.75398 6.75604 0.61215
C 0.09669 6.02966 -0.36951
C 0.13113 4.64439 -0.35534
C 0.84156 3.98242 0.63957
C 1.51741 4.70096 1.61873
C 0.88139 2.48889 0.71150
O 1.61407 1.92267 1.50430
O 0.08061 1.88147 -0.13266
H 0.71620 7.83668 0.61965
H -0.44895 6.55398 -1.14293
H -0.39217 4.06810 -1.10643
H 2.07298 4.17002 2.37858
*
```

DFT (ωB97M-V/def2-TZVPD) results for a molecular structure, C34H53BIN6PdS.

## Properties
* relative energy (zero: lowest compared OMol25 entry of this formula, charge and spin): 73.3 kJ/mol
* gap between HOMO and LUMO (alpha / beta): 6.3 / 6.3 eV
* strongest force on any atom: 0.22 eV/Å

```
! RIJCOSX wB97M-V def2-TZVPD def2/J DEFGRID3
* xyz -1 1
Pd -0.21198 0.26585 -0.40639
C -5.06027 0.07036 0.75427
C -4.01998 0.86080 -0.04481
C -3.45827 -0.00502 -1.16325
C -2.99010 1.44241 0.88533
C -3.24555 2.31959 1.94458
C -2.01982 2.63253 2.50121
C -1.93706 3.50588 3.74727
C -0.59622 3.86034 4.38010
C -2.70241 4.81167 3.48789
N -1.07209 1.95328 1.79594
N -1.69095 1.23416 0.81121
B 0.50430 2.06520 1.78433
N 1.26671 0.68738 1.83258
N 1.71305 0.15158 0.64511
C 2.41439 -0.93885 0.92300
C 2.44038 -1.12895 2.31023
C 1.69702 -0.09431 2.84913
C 1.39590 0.08002 4.31160
C -0.10540 0.13122 4.59520
C 2.16634 1.24123 4.94206
C 3.01552 -1.78734 -0.16048
C 4.44994 -2.18136 0.19029
C 2.95441 -1.11675 -1.52619
N 0.93576 2.78768 0.46552
N 0.46470 2.27965 -0.70337
C 1.04086 2.92408 -1.70234
C 1.91840 3.88296 -1.17986
C 1.83517 3.76041 0.19348
C 2.58844 4.62026 1.17173
C 3.23252 3.88521 2.34993
C 1.72883 5.79645 1.64229
C 0.78837 2.59160 -3.14622
C -0.40476 1.66405 -3.34550
C 2.04868 1.99927 -3.78249
H -5.84104 -0.31074 0.09292
H -5.53146 0.68233 1.52481
H -4.57845 -0.78152 1.23555
H -4.52386 1.72143 -0.50102
H -3.04357 -0.92873 -0.76275
H -2.68027 0.50586 -1.73387
H -4.26184 -0.27240 -1.85236
H -4.21131 2.66330 2.27511
H -2.49172 2.94348 4.50724
H 0.04244 4.42274 3.70291
H -0.04781 2.98779 4.72192
H -0.79315 4.49025 5.25096
H -2.19759 5.39302 2.71278
H -2.73648 5.41409 4.39792
H -3.72443 4.63640 3.15892
H 0.81885 2.71668 2.72006
H 2.91548 -1.92274 2.86252
H 1.77420 -0.83774 4.77128
H -0.57406 1.00013 4.13784
H -0.28432 0.17168 5.67273
H -0.60199 -0.75174 4.19038
H 1.89036 2.19342 4.49397
H 3.24077 1.11002 4.80291
H 1.96211 1.29557 6.01418
H 2.42861 -2.71114 -0.23321
H 5.09622 -1.29968 0.22883
H 4.83728 -2.86419 -0.56682
H 4.50654 -2.68501 1.15664
H 3.46982 -0.15164 -1.51010
H 1.92276 -0.95471 -1.84577
H 3.40991 -1.76898 -2.27108
H 2.53970 4.57673 -1.72328
H 3.40427 5.03571 0.57312
H 2.53011 3.75587 3.17048
H 4.07665 4.46716 2.72589
H 3.59505 2.89724 2.06152
H 0.82442 5.43658 2.13283
H 1.42310 6.41856 0.80013
H 2.27878 6.41804 2.35277
H 0.56552 3.53874 -3.65058
H -0.21271 0.67214 -2.92195
H -0.59575 1.52189 -4.41052
H -1.30562 2.06756 -2.88133
H 2.29580 1.04640 -3.31111
H 2.90410 2.66597 -3.66483
H 1.89244 1.82136 -4.84825
I 0.89487 -4.35132 -2.47461
C -0.63674 -1.65461 -0.02208
H -1.19989 -2.01188 -0.88770
H 0.31320 -2.18005 0.01454
S -1.58936 -1.95420 1.48073
C -2.63657 -3.30863 1.02606
C -2.29701 -4.21375 0.02351
C -3.15763 -5.26107 -0.27578
C -4.34051 -5.43236 0.42905
C -4.66530 -4.54240 1.44529
C -3.82187 -3.48262 1.74061
H -1.36239 -4.12801 -0.52168
H -2.87458 -5.95028 -1.06182
H -5.00393 -6.25543 0.19370
H -5.58472 -4.66596 2.00533
H -4.08188 -2.78121 2.52529
*
```

DFT (ωB97M-V/def2-TZVPD) results for 10 unconnected molecules or ions with the total composition C34H54Br6O14 at a distorted geometry.

## Properties
* relative energy (zero: lowest compared OMol25 entry of this formula, charge and spin): 4.7 kJ/mol
* gap between HOMO and LUMO: 9.3 eV
* strongest force on any atom: 2.81 eV/Å
* structure (SMILES): O=C1CCCO1.O=C1CCCO1.O=C1CCCO1.O=C1CCCO1.O=C1CCCO1.O=C1CCCO1.O=C1CCCO1.BrCCBr.BrCCBr.BrCCBr

```
! RIJCOSX wB97M-V def2-TZVPD def2/J DEFGRID3
* xyz 0 1
O 2.62225 -8.85392 14.57443
C 3.66384 -8.82157 13.99936
C 3.99053 -8.32004 12.60527
C 5.41468 -8.72723 12.35919
C 5.67413 -9.68596 13.47223
O 4.78067 -9.43023 14.52664
H 3.28412 -8.84737 11.97577
H 3.81817 -7.23842 12.46270
H 5.60670 -9.20275 11.42044
H 6.14111 -7.93517 12.48576
H 5.60626 -10.73976 13.15116
H 6.71346 -9.56940 13.84242
O 3.81083 -11.05835 11.22329
C 3.99552 -12.22267 11.02204
C 5.28588 -13.00340 11.19594
C 4.88234 -14.43366 10.75192
C 3.38744 -14.43687 10.79982
O 2.97881 -13.09928 10.78182
H 6.14395 -12.55224 10.67694
H 5.44164 -13.00351 12.30356
H 5.21695 -14.61739 9.75630
H 5.23652 -15.24187 11.38883
H 2.97324 -14.82832 9.87212
H 3.17879 -14.87816 11.77744
O 4.13641 -13.72689 14.04287
C 3.10961 -13.16261 14.33001
C 2.69685 -12.11157 15.28307
C 1.23545 -11.80579 14.88501
C 0.78177 -13.04538 14.14395
O 1.99013 -13.64884 13.74316
H 2.73297 -12.55321 16.27965
H 3.36630 -11.28691 15.27187
H 0.60825 -11.43219 15.72216
H 1.25572 -10.98943 14.17939
H 0.31725 -13.65319 14.90658
H 0.17412 -12.78143 13.30864
O 7.21489 -8.92499 19.03392
C 7.49132 -10.03484 19.32342
C 8.81241 -10.74516 19.23456
C 8.50079 -12.19124 19.32318
C 7.17137 -12.14127 20.13842
O 6.57357 -10.86398 19.87111
H 9.32927 -10.43888 18.28731
H 9.42080 -10.46152 20.11390
H 8.28662 -12.66654 18.40783
H 9.25259 -12.76077 19.85626
H 6.52443 -12.97318 19.93052
H 7.43568 -12.05373 21.14344
O 4.97921 -12.68063 17.45488
C 5.69795 -13.46935 16.92383
C 6.74959 -13.11148 15.84018
C 7.15247 -14.43456 15.30087
C 6.99257 -15.32676 16.51766
O 5.85019 -14.77964 17.24804
H 6.40724 -12.41663 15.08844
H 7.56306 -12.63358 16.40813
H 6.54772 -14.79745 14.50595
H 8.18285 -14.48602 14.92519
H 6.71549 -16.36292 16.35676
H 7.86756 -15.32324 17.16507
O 8.82090 -15.05137 19.40782
C 9.10430 -16.20764 19.29842
C 8.85584 -17.34442 20.26316
C 9.25753 -18.54659 19.48418
C 10.32813 -17.97162 18.57186
O 9.85123 -16.64924 18.29153
H 9.33378 -17.15061 21.21629
H 7.78903 -17.42466 20.51361
H 9.60960 -19.46845 20.00267
H 8.53420 -18.87890 18.74592
H 11.27191 -17.78125 19.11136
H 10.47017 -18.49299 17.61864
O 1.15416 -10.19535 20.50626
C 2.09789 -9.72097 19.92113
C 2.82990 -10.22277 18.69867
C 3.55098 -9.01012 18.12507
C 3.74267 -8.19812 19.40325
O 2.65891 -8.55278 20.25980
H 3.62306 -10.94226 18.97341
H 2.17210 -10.67582 17.96584
H 4.47873 -9.33846 17.62262
H 2.97101 -8.46972 17.39274
H 4.65422 -8.55987 19.90152
H 3.75285 -7.11759 19.25637
Br 9.10782 -18.88769 15.13589
C 9.98082 -17.39606 14.26831
C 11.21209 -17.87116 13.54543
Br 12.14069 -16.39711 12.62049
H 10.30879 -16.70510 15.05178
H 9.30578 -16.82897 13.59964
H 10.91700 -18.65297 12.82251
H 11.95663 -18.32798 14.23555
Br 14.09065 -11.71412 13.60865
C 12.26125 -12.08391 14.07393
C 11.41557 -12.05818 12.82991
Br 9.47483 -12.24363 13.21949
H 11.95305 -11.31840 14.79548
H 12.22377 -13.08995 14.48284
H 11.58489 -12.78010 12.04737
H 11.48168 -11.06376 12.38496
Br 1.79080 -16.61226 15.80039
C 2.94559 -17.18622 14.38889
C 4.32322 -16.65015 14.67947
Br 5.60972 -17.16657 13.29830
H 2.63838 -16.82823 13.39425
H 2.94339 -18.27270 14.30662
H 4.71383 -16.90877 15.66057
H 4.18805 -15.57008 14.53763
*
```